# C28H57Cl2N6O14

10 unconnected molecules or ions with the total composition C28H57Cl2N6O14 (the ωB97M-V functional and the def2-TZVPD basis, the OMol25 dataset).

Energy relative to the best compared isomer or geometry (same formula, charge and spin) ... 3.850 eV
Frontier orbital gap ... 7.3 eV
Spin multiplicity ... 1
F_max ... 5.64 eV/A
Net charge ... -1

```
107
C28H57Cl2N6O14, DFT the ωB97M-V functional and the def2-TZVPD basis
C 7.178 12.124 -3.782
C 5.900 11.986 -4.661
O 4.906 12.567 -4.241
O 6.050 11.403 -5.760
H 7.049 12.228 -2.705
H 7.749 13.000 -4.092
H 7.785 11.229 -3.919
C 3.425 17.014 -1.836
C 4.716 17.343 -2.547
O 4.328 18.148 -3.603
C 3.053 18.501 -3.416
O 2.467 19.363 -4.101
O 2.473 17.924 -2.367
H 3.450 17.230 -0.767
H 3.175 15.970 -2.021
H 5.301 16.488 -2.889
H 5.262 17.997 -1.867
C 9.859 9.391 -8.506
C 10.349 10.698 -7.857
O 11.463 11.002 -8.606
C 11.412 10.310 -9.760
O 12.234 10.517 -10.608
O 10.443 9.412 -9.789
H 8.770 9.426 -8.534
H 10.087 8.482 -7.949
H 10.648 10.537 -6.822
H 9.589 11.473 -7.957
C 4.095 8.803 -1.614
C 2.790 9.342 -1.067
O 2.195 8.708 -0.188
N 2.372 10.536 -1.519
C 1.118 11.160 -1.208
H 4.914 9.407 -1.224
H 4.192 8.862 -2.698
H 4.143 7.797 -1.197
H 3.024 11.165 -1.966
H 1.345 12.225 -1.178
H 0.625 10.796 -0.306
H 0.401 11.042 -2.020
C -0.930 15.588 -8.622
C 0.079 14.489 -8.450
O 0.487 13.954 -9.459
N 0.432 14.038 -7.207
C -0.025 14.627 -5.930
H -1.841 15.546 -8.026
H -1.176 15.594 -9.684
H -0.398 16.532 -8.507
H 1.207 13.394 -7.133
H -0.899 15.270 -6.030
H 0.815 15.109 -5.429
H -0.410 13.886 -5.229
C 5.379 15.010 -8.692
C 5.879 14.384 -10.045
O 5.848 15.055 -11.108
N 6.378 13.141 -9.981
C 6.708 12.337 -11.148
H 6.251 15.381 -8.153
H 4.832 14.185 -8.236
H 4.743 15.872 -8.896
H 6.143 12.610 -9.154
H 7.724 12.576 -11.466
H 6.039 12.414 -12.005
H 6.667 11.265 -10.959
C 6.123 12.522 2.303
C 6.637 13.800 1.738
O 6.058 14.813 2.004
N 7.742 13.858 0.972
C 8.336 15.028 0.309
H 6.254 12.388 3.377
H 6.695 11.707 1.859
H 5.060 12.337 2.147
H 8.237 12.979 0.920
H 8.537 14.885 -0.753
H 9.309 15.151 0.785
H 7.805 15.975 0.411
C 16.263 15.767 -2.332
C 15.233 15.120 -3.260
O 15.503 14.911 -4.440
N 14.198 14.578 -2.646
C 13.394 13.530 -3.250
H 15.788 16.465 -1.642
H 16.883 16.340 -3.021
H 16.875 15.023 -1.823
H 13.974 14.902 -1.716
H 13.578 13.311 -4.301
H 12.339 13.790 -3.155
H 13.452 12.582 -2.716
C 5.664 6.424 -7.719
C 6.758 5.878 -6.804
O 7.239 4.745 -7.003
N 7.168 6.747 -5.854
C 8.108 6.505 -4.805
H 4.851 5.732 -7.935
H 6.173 6.643 -8.658
H 5.206 7.283 -7.230
H 6.777 7.674 -5.936
H 8.043 7.351 -4.121
H 9.092 6.595 -5.266
H 7.951 5.551 -4.303
Cl -0.100 7.952 -4.924
C 1.035 8.917 -5.945
C 0.468 9.132 -7.411
Cl 0.384 7.482 -8.162
H 1.982 8.385 -5.854
H 1.234 9.886 -5.487
H 1.090 9.806 -8.000
H -0.533 9.552 -7.318
```